No. 1
DFT (ωB97M-V/def2-TZVPD) results for a cluster of 2 separate species, C6H16N2 in total at a distorted geometry.

Positions of all 24 atoms, in Å:
C (-0.83, -0.61, 1.76)
C (-0.72, 0.40, 0.88)
N (-1.68, 1.37, 0.72)
C (0.91, 0.92, 0.47)
C (1.04, 1.88, -0.71)
C (2.04, -0.11, 0.49)
H (-1.79, -0.86, 2.19)
H (-0.02, -1.31, 1.93)
H (-1.68, 1.87, -0.16)
H (-2.45, 1.43, 1.37)
H (1.06, 1.53, 1.37)
H (2.03, 2.35, -0.71)
H (0.92, 1.36, -1.66)
H (0.30, 2.69, -0.65)
H (3.01, 0.38, 0.42)
H (2.06, -0.68, 1.43)
H (1.94, -0.81, -0.35)
C (-0.84, -2.26, -1.27)
N (-0.80, -0.84, -1.53)
H (0.17, -2.68, -1.24)
H (-1.33, -2.48, -0.30)
H (-1.39, -2.81, -2.04)
H (-0.20, -0.22, -0.66)
H (-1.75, -0.52, -1.74)

Values from the calculation:
Orbital gap ... 9.0 eV
Max |F| ... 5.64 eV Å⁻¹
SMILES ... C=C(N)C(C)C.CN
Energy relative to the best compared isomer or geometry (same formula, charge and spin) ... 286.9 kJ/mol
Molecular weight ... 116.21 g/mol



No. 2
DFT (ωB97M-V/def2-TZVPD) results for the molecule C6H16N2 at a distorted geometry.

Positions of all 24 atoms, in Å:
C (-0.97, 2.63, 1.96)
C (-0.97, 1.13, 2.20)
C (-1.60, 0.29, 1.10)
C (-0.97, 0.28, -0.28)
N (0.01, -0.82, -0.47)
C (0.74, -0.66, -1.72)
C (1.39, -2.04, -2.08)
N (2.82, -2.05, -1.73)
H (-0.50, 3.13, 2.81)
H (-0.47, 3.00, 1.08)
H (-2.01, 2.98, 1.88)
H (-1.46, 0.92, 3.15)
H (0.06, 0.81, 2.41)
H (-2.66, 0.51, 1.00)
H (-1.58, -0.74, 1.48)
H (-0.51, 1.26, -0.48)
H (-1.77, 0.14, -1.02)
H (0.50, -0.78, 0.41)
H (1.51, 0.12, -1.64)
H (0.06, -0.33, -2.50)
H (0.86, -2.74, -1.44)
H (1.22, -2.28, -3.13)
H (3.38, -2.70, -2.25)
H (2.92, -2.08, -0.73)

Values from the calculation:
Orbital gap ... 9.8 eV
Max |F| ... 2.27 eV Å⁻¹
SMILES ... CCCCNCCN
Energy relative to the best compared isomer or geometry (same formula, charge and spin) ... 104.2 kJ/mol
Molecular weight ... 116.21 g/mol